1.
Entry from the OMol25 dataset: the molecule C3H3N3 at a distorted geometry (ωB97M-V/def2-TZVPD).

Cartesian coordinates (Å):
N1 1.41 -0.99 -0.30
C1 -0.39 0.95 0.08
C2 0.52 0.01 -0.52
N2 -0.12 0.64 -1.40
C3 -1.64 0.45 0.63
N3 -2.61 -0.01 1.06
H1 1.71 -1.06 0.66
H2 1.17 -1.88 -0.70
H3 -0.03 1.89 0.50

The energy above the lowest of the compared OMol25 structures with the same formula, charge and spin comes out at 1.807 eV. As for the SMILES: N#C[C@@H]1N=C1N. The HOMO-LUMO gap is 0.39675 Ha. The calculation puts the electronic energy at -280.3144 hartree. The LUMO energy comes out at 0.50 eV.

***

2.
Entry from the OMol25 dataset: a structure of composition C35H43Br4ClGdO2PSe2Si2 at a distorted geometry (ωB97M-V/def2-TZVPD).

Cartesian coordinates (Å):
Gd1 -0.43 0.29 0.68
Cl1 3.36 -1.68 2.19
C1 3.93 -2.70 0.86
C2 4.83 -3.67 1.17
C3 5.15 -4.61 0.21
C4 4.62 -4.57 -1.06
C5 3.62 -3.59 -1.36
C6 3.34 -2.64 -0.41
P1 2.21 -1.19 -0.82
C7 1.87 -1.65 -2.51
C8 0.68 -2.34 -2.76
C9 0.46 -2.75 -4.04
C10 1.42 -2.69 -5.02
C11 2.59 -2.01 -4.72
C12 2.84 -1.48 -3.52
C13 3.25 0.27 -0.87
C14 2.52 1.43 -1.20
C15 3.19 2.66 -1.13
C16 4.55 2.72 -0.83
C17 5.27 1.57 -0.62
C18 4.61 0.37 -0.62
H1 5.25 -3.64 2.20
H2 5.87 -5.33 0.51
H3 5.00 -5.32 -1.81
H4 3.15 -3.67 -2.28
H5 -0.09 -2.41 -1.98
H6 -0.38 -3.29 -4.28
H7 1.15 -3.16 -5.99
H8 3.41 -2.04 -5.44
H9 3.81 -1.01 -3.31
H10 1.48 1.46 -1.43
H11 2.62 3.52 -1.45
H12 5.03 3.70 -0.79
H13 6.36 1.51 -0.49
H14 5.17 -0.52 -0.50
Br1 -2.11 3.47 -5.55
C19 -1.62 3.17 -3.66
C20 -1.69 4.18 -2.73
Br2 -2.30 5.83 -3.29
C21 -1.44 3.93 -1.41
Br3 -1.41 5.38 -0.18
C22 -1.16 2.66 -1.00
O1 -0.91 2.41 0.32
C23 -1.09 1.55 -1.91
O2 -0.75 0.36 -1.47
C24 -1.32 1.88 -3.26
Br4 -1.21 0.49 -4.54
C25 1.53 3.74 1.98
Se1 1.74 1.82 2.33
C26 0.94 1.68 4.17
C27 1.13 0.31 4.79
Se2 -0.06 -0.99 3.82
C28 -1.69 -0.55 4.70
H15 1.45 3.72 0.90
H16 2.45 4.20 2.26
H17 0.67 4.09 2.52
H18 -0.09 1.91 4.04
H19 1.38 2.55 4.66
H20 0.95 0.28 5.88
H21 2.16 0.00 4.74
H22 -1.71 -0.63 5.77
H23 -2.46 -1.26 4.34
H24 -2.15 0.38 4.30
C29 -4.28 2.04 -0.24
Si1 -3.72 1.39 1.38
C30 -2.97 2.67 2.57
C31 -5.27 0.84 2.19
C32 -2.75 -0.28 1.29
Si2 -3.05 -1.78 0.21
C33 -3.42 -1.43 -1.53
C34 -1.35 -2.87 0.17
C35 -4.44 -2.78 0.89
H25 -3.81 1.81 -1.22
H26 -4.26 3.14 -0.20
H27 -5.35 1.86 -0.30
H28 -2.09 3.17 2.24
H29 -2.74 2.18 3.58
H30 -3.88 3.35 2.81
H31 -5.86 1.64 2.60
H32 -5.03 0.14 3.03
H33 -5.91 0.21 1.50
H34 -2.72 -0.67 2.32
H35 -2.54 -1.16 -2.14
H36 -4.30 -0.75 -1.68
H37 -3.71 -2.43 -1.85
H38 -0.48 -2.37 -0.25
H39 -1.48 -3.52 -0.70
H40 -1.16 -3.51 1.06
H41 -5.32 -2.09 1.03
H42 -4.26 -3.22 1.90
H43 -4.74 -3.65 0.26

The energy above the lowest of the compared OMol25 structures with the same formula, charge and spin comes out at 0.000 eV. The multiplicity is 8. The HOMO-LUMO gap (spin up / spin down) is 0.25893 / 0.27273 Ha. The calculation puts the electronic energy at -18755.1244 hartree. The LUMO energy (spin up / spin down) comes out at -0.22 / 0.14 eV.

***

3.
Entry from the OMol25 dataset: a cluster of 15 separate species, C37H101F6N14O21S2 in total at a distorted geometry (ωB97M-V/def2-TZVPD).

Cartesian coordinates (Å):
C1 -1.01 0.62 0.22
F1 -0.23 0.94 1.19
F2 -2.20 0.21 0.70
F3 -1.20 1.79 -0.47
S1 -0.22 -0.79 -0.90
O1 0.78 -0.07 -1.76
O2 0.20 -1.83 0.03
N1 -1.66 -1.24 -1.84
S2 -1.40 -2.77 -2.14
O3 -0.08 -3.05 -2.78
O4 -1.75 -3.69 -1.07
C2 -2.77 -3.24 -3.53
F4 -2.72 -4.52 -3.88
F5 -4.01 -2.95 -3.19
F6 -2.50 -2.47 -4.58
C3 0.50 -5.92 -0.03
O5 0.56 -7.00 -0.70
N2 0.81 -4.84 -0.62
N3 0.14 -5.78 1.21
H1 0.91 -3.94 -0.18
H2 0.89 -4.80 -1.63
H3 0.05 -4.85 1.58
H4 -0.20 -6.57 1.73
C4 -5.32 -0.58 -1.71
O6 -6.45 -0.72 -1.30
N4 -4.32 -0.93 -1.01
N5 -5.01 -0.28 -2.96
H5 -4.58 -1.15 -0.06
H6 -3.34 -1.02 -1.24
H7 -5.73 0.00 -3.60
H8 -4.00 -0.24 -3.03
C5 -1.40 1.75 -4.46
O7 -1.50 2.50 -5.45
N6 -0.52 2.02 -3.58
N7 -2.17 0.72 -4.17
H9 -0.42 1.56 -2.68
H10 -0.03 2.89 -3.69
H11 -2.89 0.61 -4.87
H12 -1.88 0.06 -3.46
C6 -2.90 6.08 -0.42
O8 -3.58 6.39 -1.36
N8 -2.79 4.90 0.18
N9 -2.19 6.95 0.18
H13 -3.12 4.03 -0.20
H14 -2.23 4.94 1.03
H15 -2.15 7.88 -0.22
H16 -1.64 6.79 1.01
C7 -4.65 -2.88 2.21
O9 -5.44 -2.46 1.43
N10 -4.81 -3.00 3.46
N11 -3.34 -3.08 1.91
H17 -5.65 -2.54 3.79
H18 -4.49 -3.85 3.89
H19 -2.83 -3.65 2.57
H20 -2.94 -2.79 1.02
C8 -0.75 -5.18 -6.04
C9 -0.37 -6.19 -7.13
O10 -0.89 -7.48 -6.94
H21 -0.14 -4.32 -6.33
H22 -0.66 -5.60 -5.04
H23 -1.79 -4.96 -6.25
H24 0.70 -6.35 -7.29
H25 -0.68 -5.78 -8.08
H26 -0.44 -8.05 -6.31
C10 -2.85 -7.23 -1.45
C11 -1.80 -7.35 -2.51
O11 -1.00 -8.48 -2.19
H27 -2.39 -6.70 -0.61
H28 -3.34 -8.11 -1.03
H29 -3.56 -6.50 -1.84
H30 -1.24 -6.42 -2.62
H31 -2.18 -7.70 -3.47
H32 -0.45 -8.22 -1.44
C12 2.93 0.07 1.65
C13 2.50 1.26 2.50
O12 3.45 1.44 3.54
H33 2.05 -0.09 1.03
H34 3.20 -0.86 2.15
H35 3.71 0.34 0.94
H36 1.56 1.05 3.01
H37 2.38 2.16 1.89
H38 4.33 1.56 3.17
C14 -6.30 -5.67 -2.74
C15 -7.08 -4.84 -1.66
O13 -6.61 -4.96 -0.39
H39 -6.86 -5.46 -3.65
H40 -6.31 -6.70 -2.39
H41 -5.27 -5.48 -3.04
H42 -8.14 -5.06 -1.78
H43 -7.19 -3.81 -1.99
H44 -6.10 -4.20 -0.09
C16 -4.74 2.74 2.18
C17 -4.92 1.87 0.89
O14 -4.02 2.20 -0.12
H45 -5.49 2.39 2.89
H46 -4.94 3.80 2.01
H47 -3.71 2.67 2.52
H48 -5.98 1.93 0.62
H49 -4.82 0.86 1.28
H50 -4.01 1.65 -0.91
C18 1.39 -0.88 -5.18
C19 2.77 -0.96 -5.88
O15 3.17 0.23 -6.52
H51 0.64 -0.26 -5.66
H52 1.55 -0.29 -4.28
H53 0.89 -1.82 -4.95
H54 2.70 -1.77 -6.60
H55 3.53 -1.35 -5.20
H56 3.29 0.91 -5.85
C20 2.66 2.71 -1.07
O16 2.72 2.81 -2.47
C21 3.74 3.61 -2.97
C22 4.32 2.88 -4.18
N12 4.34 1.45 -3.98
C23 5.48 0.91 -3.19
C24 5.29 -0.48 -2.65
O17 4.03 -0.63 -2.00
C25 3.80 -1.96 -1.60
H57 2.25 3.60 -0.58
H58 3.62 2.55 -0.58
H59 2.07 1.82 -0.85
H60 4.62 3.69 -2.33
H61 3.43 4.63 -3.17
H62 5.35 3.19 -4.36
H63 3.64 3.13 -4.99
H64 3.69 1.31 -3.22
H65 5.74 1.62 -2.40
H66 6.38 0.84 -3.82
H67 6.05 -0.59 -1.87
H68 5.41 -1.13 -3.51
H69 3.45 -2.52 -2.46
H70 3.12 -1.85 -0.75
H71 4.69 -2.41 -1.16
C26 1.76 3.63 9.91
O18 2.01 3.43 8.48
C27 2.20 2.10 8.03
C28 2.57 1.97 6.47
N13 2.67 0.56 6.14
C29 1.44 -0.17 5.97
C30 1.78 -1.59 5.44
O19 0.62 -2.33 4.97
C31 -0.13 -1.96 3.87
H72 2.48 3.16 10.57
H73 0.83 3.11 10.14
H74 1.71 4.70 10.15
H75 1.20 1.71 8.24
H76 3.00 1.58 8.56
H77 3.46 2.55 6.27
H78 1.79 2.55 5.98
H79 2.97 0.58 5.18
H80 0.94 0.38 5.17
H81 0.76 -0.14 6.83
H82 2.38 -2.18 6.13
H83 2.37 -1.51 4.52
H84 -0.64 -2.87 3.55
H85 0.51 -1.80 3.00
H86 -0.91 -1.21 4.00
C32 7.00 6.75 2.73
O20 5.93 5.75 3.20
C33 4.81 5.63 2.46
C34 3.68 6.49 2.94
N14 2.38 6.38 2.27
C35 1.69 5.10 2.70
C36 0.45 4.86 1.85
O21 -0.81 5.53 2.32
C37 -1.49 4.90 3.45
H87 6.71 7.78 2.53
H88 7.54 6.49 1.82
H89 7.71 6.74 3.56
H90 4.46 4.60 2.43
H91 4.98 5.69 1.39
H92 4.02 7.53 2.95
H93 3.44 6.24 3.97
H94 1.80 7.20 2.39
H95 1.43 5.16 3.76
H96 2.43 4.31 2.51
H97 0.22 3.80 1.96
H98 0.70 5.08 0.81
H99 -1.16 5.55 4.26
H100 -1.33 3.82 3.57
H101 -2.57 5.00 3.34

The energy above the lowest of the compared OMol25 structures with the same formula, charge and spin comes out at 6.016 eV. As for the net charge: -1. The HOMO-LUMO gap is 0.31354 Ha. The calculation puts the electronic energy at -5212.3806 hartree. The LUMO energy comes out at 1.45 eV.

***

4.
Entry from the OMol25 dataset: a structure of composition C32H28CrF5N5O5PS2 (ωB97M-V/def2-TZVPD).

Cartesian coordinates (Å):
Cr1 -0.44 -0.02 -0.46
O1 2.56 0.69 2.70
S1 1.67 -0.33 2.21
O2 2.22 -1.66 2.15
O3 1.03 0.08 0.95
C1 0.35 -0.37 3.42
C2 0.83 -0.51 4.73
C3 -0.01 -0.48 5.81
C4 -1.37 -0.28 5.61
C5 -1.85 -0.15 4.32
C6 -1.02 -0.20 3.20
P1 -1.89 -0.11 1.57
C7 -3.06 -1.50 1.72
C8 -2.78 -2.61 2.51
C9 -3.64 -3.71 2.51
C10 -4.77 -3.70 1.71
C11 -5.05 -2.60 0.92
C12 -4.20 -1.51 0.92
C13 -2.96 1.36 1.82
C14 -4.20 1.34 2.44
C15 -4.92 2.51 2.61
C16 -4.40 3.72 2.17
C17 -3.16 3.75 1.54
C18 -2.46 2.57 1.36
H1 1.90 -0.63 4.86
H2 0.38 -0.59 6.81
H3 -2.06 -0.24 6.45
H4 -2.92 -0.01 4.18
H5 -1.89 -2.64 3.12
H6 -3.40 -4.57 3.12
H7 -5.43 -4.56 1.70
H8 -5.93 -2.59 0.28
H9 -4.40 -0.67 0.27
H10 -4.63 0.40 2.78
H11 -5.89 2.48 3.09
H12 -4.97 4.63 2.30
H13 -2.75 4.68 1.17
H14 -1.51 2.60 0.84
N1 1.88 -2.69 -0.49
C19 0.63 -3.03 -0.86
S2 -0.59 -3.17 0.29
N2 0.50 -3.21 -2.20
C20 -0.58 -3.65 -2.98
C21 -0.51 -3.35 -4.34
C22 -1.51 -3.77 -5.20
C23 -2.59 -4.49 -4.73
C24 -2.65 -4.80 -3.38
C25 -1.65 -4.39 -2.50
H15 1.98 -2.41 0.49
H16 2.47 -2.21 -1.17
H17 1.24 -2.75 -2.73
H18 0.32 -2.76 -4.71
H19 -1.44 -3.51 -6.25
H20 -3.37 -4.81 -5.40
H21 -3.48 -5.36 -2.98
H22 -1.72 -4.62 -1.45
F1 -3.12 0.98 -1.22
C26 -2.18 0.05 -1.72
F2 -2.88 -1.15 -1.72
C27 -2.12 0.43 -3.21
F3 -1.65 1.68 -3.37
F4 -1.33 -0.39 -3.90
F5 -3.34 0.40 -3.80
O4 2.18 -1.11 -3.23
N3 1.64 -0.03 -2.96
O5 0.77 -0.08 -2.03
N4 -0.25 6.58 0.14
C28 0.11 5.25 -0.07
C29 -0.11 4.63 -1.29
C30 0.20 3.28 -1.42
N5 0.69 2.54 -0.43
C31 0.94 3.15 0.72
C32 0.68 4.49 0.96
H23 -0.36 7.14 -0.68
H24 0.23 7.05 0.89
H25 -0.53 5.17 -2.13
H26 0.03 2.77 -2.36
H27 1.37 2.53 1.50
H28 0.89 4.93 1.92

The energy above the lowest of the compared OMol25 structures with the same formula, charge and spin comes out at 0.241 eV. As for the net charge: -1. The multiplicity is 5. The HOMO-LUMO gap (spin up / spin down) is 0.27287 / 0.28777 Ha. The calculation puts the electronic energy at -4567.8714 hartree. The LUMO energy (spin up / spin down) comes out at 2.43 / 2.43 eV.